The following is a quantum chemistry calculation of a cluster of 13 separate species, C24H64BO30 in total, from the Open Molecules 2025 dataset.

HOMO-LUMO gap = 0.33561 hartree
energy relative to the best compared isomer or geometry (same formula, charge and spin) = 64.24 kcal/mol
charge = -1
E_tot = -3235.0047 Ha

Geometry (Å):
O: 1.322 -1.886 2.429
C: 0.844 -1.180 1.541
O: 1.196 -1.126 0.235
B: 0.380 -0.146 -0.465
O: -0.587 0.309 0.523
C: -0.317 -0.268 1.716
O: -0.922 -0.139 2.727
O: -0.320 -0.768 -1.679
C: -0.064 0.043 -2.739
O: -0.594 -0.093 -3.823
C: 0.847 1.187 -2.319
O: 1.026 1.043 -1.005
O: 1.381 2.032 -3.038
O: -0.089 3.394 0.729
H: -0.431 3.179 -0.144
H: 0.309 2.578 1.035
O: 4.130 -1.670 3.939
H: 3.359 -1.243 4.317
H: 4.172 -2.521 4.377
C: -1.362 -3.486 0.679
C: -2.742 -4.190 0.719
O: -3.795 -3.316 0.315
O: -0.269 -4.314 0.995
H: -1.381 -2.712 1.451
H: -1.138 -2.916 -0.223
H: -3.101 -4.654 1.639
H: -2.792 -5.076 0.080
H: -3.654 -3.048 -0.598
H: -0.445 -4.772 1.820
C: -1.031 -1.729 6.557
C: -1.152 -2.549 5.295
O: -0.548 -3.790 5.529
O: -1.841 -2.192 7.612
H: -1.318 -0.690 6.380
H: 0.011 -1.620 6.860
H: -0.606 -1.995 4.528
H: -2.186 -2.620 4.951
H: -0.467 -4.275 4.704
H: -2.540 -2.763 7.283
C: -4.737 1.490 -4.601
C: -3.751 0.345 -4.111
O: -4.303 -0.347 -3.010
O: -4.899 2.579 -3.644
H: -5.776 1.162 -4.545
H: -4.404 1.869 -5.566
H: -2.850 0.884 -3.812
H: -3.538 -0.277 -4.980
H: -4.601 0.356 -2.425
H: -4.982 2.255 -2.742
C: 0.631 -4.031 -3.251
C: 1.698 -3.536 -2.285
O: 1.707 -4.423 -1.100
O: -0.678 -3.977 -2.654
H: 0.891 -5.053 -3.528
H: 0.679 -3.362 -4.110
H: 1.625 -2.482 -2.020
H: 2.669 -3.672 -2.762
H: 1.086 -4.030 -0.478
H: -0.789 -4.466 -1.835
C: -4.531 2.648 -0.553
C: -3.115 2.265 -0.001
O: -2.172 2.252 -1.080
O: -5.156 1.478 -1.007
H: -4.419 3.452 -1.281
H: -5.018 3.139 0.291
H: -3.138 1.340 0.574
H: -2.803 3.124 0.594
H: -2.046 1.361 -1.418
H: -5.715 1.204 -0.275
C: 4.553 -0.570 -2.124
C: 4.375 0.347 -3.308
O: 5.395 0.240 -4.340
O: 5.782 -0.385 -1.515
H: 4.529 -1.610 -2.454
H: 3.726 -0.357 -1.444
H: 4.216 1.395 -3.046
H: 3.388 0.243 -3.766
H: 5.199 0.855 -5.050
H: 5.650 -0.543 -0.577
C: 3.620 -4.975 2.519
C: 4.050 -4.803 1.070
O: 3.313 -5.789 0.314
O: 2.230 -4.681 2.795
H: 4.206 -4.335 3.181
H: 3.909 -5.981 2.823
H: 5.101 -4.809 0.783
H: 3.621 -3.857 0.730
H: 2.624 -5.369 -0.223
H: 1.910 -3.819 2.514
C: -1.600 2.671 3.642
C: -1.823 2.423 5.164
O: -3.252 2.500 5.412
O: -1.630 4.085 3.381
H: -2.169 1.989 3.011
H: -0.575 2.320 3.500
H: -1.234 3.077 5.807
H: -1.525 1.381 5.294
H: -3.427 2.295 6.334
H: -0.896 4.377 2.835
C: -2.123 5.435 -4.294
C: -1.309 4.908 -3.098
O: -2.108 4.932 -1.877
O: -2.913 4.412 -4.910
H: -1.282 5.817 -4.875
H: -2.734 6.269 -3.944
H: -0.465 5.564 -2.877
H: -0.798 4.017 -3.471
H: -2.299 4.033 -1.592
H: -3.270 3.838 -4.224
C: 4.839 4.098 0.151
C: 4.169 3.279 -0.978
O: 3.475 4.112 -1.869
O: 5.898 4.950 -0.291
H: 5.153 3.521 1.022
H: 4.019 4.732 0.492
H: 3.414 2.646 -0.507
H: 4.859 2.739 -1.625
H: 2.698 4.444 -1.410
H: 6.656 4.368 -0.399